Record 1
Density functional theory data (the ωB97M-V functional and the def2-TZVPD basis) for an isolated molecule of C3H5NO.

Summary:
SMILES ... O=C[C@H]1CN1
Energy relative to the best compared isomer or geometry (same formula, charge and spin) ... 34.9 kcal per mole
HOMO energy ... -10.21 eV
HOMO-LUMO gap ... 11.12 eV

```
! wB97M-V def2-TZVPD RIJCOSX def2/J DEFGRID3
* xyz 0 1
O 1.0754 -0.2416 1.6155
C 1.2073 -0.3905 0.4211
C 0.2856 0.2339 -0.5669
C -1.1193 -0.1937 -0.3225
N -0.6941 1.1442 0.0065
H 2.0455 -0.9761 0.0163
H 0.6756 0.4728 -1.5505
H -1.8466 -0.3227 -1.1202
H -1.1314 -0.9298 0.4932
H -0.4979 1.2036 1.0076
*
```


Record 2
Density functional theory data (the ωB97M-V functional and the def2-TZVPD basis) for a structure of composition C20H9Cl3N2O7PdS2 in a non-equilibrium geometry.

Summary:
Energy relative to the best compared isomer or geometry (same formula, charge and spin) ... 25.8 kcal per mole
HOMO energy ... -2.94 eV
HOMO-LUMO gap ... 6.75 eV

```
! wB97M-V def2-TZVPD RIJCOSX def2/J DEFGRID3
* xyz -2 1
Pd 0.3939 -0.3424 0.3683
Cl -6.2553 1.5108 -1.4468
C -4.8204 0.7138 -0.8445
C -3.5722 1.1923 -1.1945
C -2.4623 0.5385 -0.7024
Cl -0.8779 1.1531 -1.1148
C -2.4994 -0.5839 0.1463
O -1.4516 -1.1980 0.5649
C -3.8124 -1.0138 0.4634
Cl -3.9834 -2.3966 1.4966
C -4.9470 -0.3887 -0.0156
H -3.4603 2.0588 -1.8317
H -5.9233 -0.7606 0.2612
O 6.9579 -1.5167 -1.5091
C 6.4551 -0.3807 -1.6008
O 6.9348 0.6948 -2.0112
C 4.9821 -0.2868 -1.1075
C 4.1475 0.7291 -1.5559
C 2.8276 0.7691 -1.1451
N 2.3345 -0.1417 -0.3046
C 3.1345 -1.1068 0.1751
C 4.4521 -1.2164 -0.2159
C 2.4816 -2.0534 1.1594
O 3.0858 -2.9784 1.6603
O 1.2408 -1.7501 1.4408
H 4.5531 1.4878 -2.2109
H 2.1415 1.5463 -1.4636
H 5.0583 -2.0315 0.1534
O 0.2785 5.4710 -0.8441
S 1.3613 4.8393 -0.1292
O 2.6727 4.9501 -0.7127
N 0.9976 3.2971 0.2341
C 0.8125 3.1147 1.5234
S 0.3657 1.6850 2.2848
C 1.0479 4.3589 2.3488
C 0.9810 4.5248 3.7224
C 1.2596 5.7795 4.2487
C 1.5991 6.8493 3.4225
C 1.6658 6.6829 2.0452
C 1.3848 5.4269 1.5458
H 0.7201 3.6810 4.3478
H 1.2172 5.9309 5.3208
H 1.8162 7.8166 3.8599
H 1.9315 7.5008 1.3878
*
```


Record 3
Density functional theory data (the ωB97M-V functional and the def2-TZVPD basis) for a structure of composition C6H7ClN2OS in a non-equilibrium geometry.

Summary:
Energy relative to the best compared isomer or geometry (same formula, charge and spin) ... 33.9 kcal per mole
HOMO energy ... -8.70 eV
HOMO-LUMO gap ... 9.29 eV

```
! wB97M-V def2-TZVPD RIJCOSX def2/J DEFGRID3
* xyz 0 1
C -2.0908 0.4587 1.0418
C -1.0335 1.2506 0.9069
C 1.2564 1.3631 0.1319
C -2.0870 -1.0481 0.7523
C 0.2492 -0.4650 -0.4271
C 1.8434 -0.3513 -0.5953
N 0.0142 0.8780 0.1350
N 2.4294 -0.5352 -1.8850
O 1.8768 2.3039 0.3197
S -0.4587 -1.6853 0.7071
Cl 2.7405 -1.0325 0.7633
H -3.0480 0.7538 1.6692
H -1.0216 2.2306 1.2564
H -2.5253 -1.5717 1.5620
H -2.5291 -1.2913 -0.3071
H -0.2431 -0.4615 -1.3865
H 1.9590 -1.1756 -2.3870
H 2.6680 0.3788 -2.2576
*
```


Record 4
Density functional theory data (the ωB97M-V functional and the def2-TZVPD basis) for a structure of composition C25H36Ge2IrNO11P2.

Summary:
Energy relative to the best compared isomer or geometry (same formula, charge and spin) ... 0.4 kcal per mole
<S²> ... 0.75
HOMO energy (alpha / beta) ... -11.23 / -11.22 eV
HOMO-LUMO gap (alpha / beta) ... 7.55 / 6.12 eV

```
! wB97M-V def2-TZVPD RIJCOSX def2/J DEFGRID3
* xyz 1 2
Ir -0.9314 0.8491 -0.0585
O 2.4562 -1.0326 2.4351
C 1.6887 -0.3600 1.7978
O 1.6315 -0.2543 0.4939
C 0.6657 0.4906 2.5225
C 0.7980 0.6666 3.8905
C -0.0875 1.4879 4.5679
C -1.0853 2.1356 3.8533
C -1.1650 1.9116 2.4987
N -0.3208 1.0876 1.8497
C -2.1658 2.6088 1.6182
O -3.1192 3.2063 2.0195
O -1.8432 2.5095 0.3154
H 1.6070 0.1512 4.3872
H 0.0055 1.6309 5.6356
H -1.7996 2.8038 4.3133
C 2.9705 3.9482 -0.2200
C 1.6920 3.2561 0.2605
Ge 0.8154 2.2222 -1.1578
C -0.2249 3.3088 -2.4164
C 0.5274 4.5563 -2.8904
C 2.1175 1.2754 -2.2359
C 2.8887 0.1894 -2.1358
Ge 2.8872 -1.1187 -0.6694
C 4.6263 -1.2106 0.2012
C 5.6689 -1.9851 -0.6113
C 1.9905 -2.8369 -0.8603
C 2.3708 -3.7461 -2.0279
C 3.9666 -0.0227 -3.1432
C 4.8242 1.0279 -3.4746
C 5.8396 0.8455 -4.4001
C 6.0131 -0.3895 -5.0099
C 5.1733 -1.4431 -4.6800
C 4.1656 -1.2631 -3.7449
H 3.4401 4.4987 0.5958
H 2.7757 4.6571 -1.0245
H 3.6955 3.2195 -0.5867
H 0.9703 3.9786 0.6501
H 1.9327 2.5689 1.0743
H -1.1583 3.5995 -1.9296
H -0.4707 2.6692 -3.2678
H 0.6945 5.2537 -2.0688
H -0.0427 5.0841 -3.6554
H 1.4987 4.3103 -3.3238
H 2.3003 1.8915 -3.1221
H 4.4584 -1.6806 1.1687
H 4.9676 -0.1916 0.3985
H 5.3206 -2.9877 -0.8662
H 6.5818 -2.0997 -0.0266
H 5.9290 -1.4768 -1.5389
H 0.9270 -2.6109 -0.8829
H 2.1865 -3.3377 0.0935
H 2.0789 -3.3113 -2.9847
H 1.8471 -4.6983 -1.9396
H 3.4389 -3.9640 -2.0592
H 4.7055 1.9860 -2.9835
H 6.5015 1.6671 -4.6403
H 6.8045 -0.5316 -5.7335
H 5.3029 -2.4090 -5.1502
H 3.5173 -2.0959 -3.4956
C -4.5206 -1.7563 -2.2421
C -3.4771 -1.4858 -1.1720
O -3.2900 -2.6859 -0.4077
P -4.0311 -0.2874 0.0862
O -5.3478 -0.8831 0.7107
O -4.5290 0.9810 -0.7058
O -2.9459 -0.0304 1.0771
P -1.8386 -1.0824 -1.9139
O -1.7971 0.5850 -1.9779
O -1.5827 -1.7349 -3.1858
O -0.8362 -1.1029 -0.7246
H -5.4228 -2.1532 -1.7787
H -4.1280 -2.4819 -2.9514
H -4.7779 -0.8417 -2.7775
H -2.4837 -2.5995 0.1230
H -5.2132 -1.6646 1.2643
H -4.6042 1.7918 -0.1768
H -2.3516 1.1413 -2.5398
*
```


Record 5
Density functional theory data (the ωB97M-V functional and the def2-TZVPD basis) for a cluster of 2 separate species, C2H7N3O2 in total in a non-equilibrium geometry.

Summary:
Energy relative to the best compared isomer or geometry (same formula, charge and spin) ... 97.8 kcal per mole
HOMO energy ... -8.11 eV
HOMO-LUMO gap ... 8.77 eV

```
! wB97M-V def2-TZVPD RIJCOSX def2/J DEFGRID3
* xyz 0 1
C 0.1955 -0.6534 0.8030
N -1.0805 -0.5438 1.2987
C -0.0921 0.5871 -0.8736
N 1.1952 -0.0739 1.5553
N 0.2911 0.1824 -2.1157
O -2.0447 -0.6214 0.3297
O 0.0807 1.7334 -0.4802
H -1.5803 0.0289 -0.4112
H -1.2127 0.2593 1.9154
H 0.4123 -1.6083 0.3367
H 1.1378 0.9406 1.5575
H 2.1269 -0.3912 1.3376
H 0.0027 -0.7192 -2.4563
H 0.5682 0.8798 -2.7970
*
```


Record 6
Density functional theory data (the ωB97M-V functional and the def2-TZVPD basis) for a structure of composition C4H13O4 in a non-equilibrium geometry.

Summary:
Energy relative to the best compared isomer or geometry (same formula, charge and spin) ... 93.6 kcal per mole
HOMO energy ... -4.42 eV
HOMO-LUMO gap ... 7.73 eV

```
! wB97M-V def2-TZVPD RIJCOSX def2/J DEFGRID3
* xyz -1 1
C -1.9442 -0.5730 -0.3873
C -0.5966 -0.2151 -1.0480
C 0.6091 -0.1595 -0.1173
O 1.1262 -1.4385 0.0324
C -2.5070 0.5829 0.3925
O -4.2068 0.1195 0.5366
H -1.7953 -1.4239 0.2791
H -2.6224 -0.8008 -1.2030
H -0.3428 -0.7913 -1.9349
H -0.7805 0.8113 -1.4184
H 0.2864 0.2285 0.8717
H 1.3006 0.5884 -0.5206
H -3.5122 0.3369 1.1713
H -1.9238 0.9295 1.2528
H -2.7311 1.4542 -0.2089
H 2.1959 -1.3348 -0.1392
H 4.1104 -1.4599 -0.7500
O 3.4308 -0.8101 -0.5232
H 3.7634 0.8145 0.8696
H 2.6065 1.4856 1.5248
O 3.5333 1.6557 1.3200
*
```


Calculated total energy readings, ordered: -247.25157, -3708.74093, -1275.86609, -6797.55497, -395.04909, -461.06343 Eh